No. 1
197
Properties=species:S:1:pos:R:3:forces:R:3:lowdin_spin:R:1 method="wB97M-V/def2-TZVPD" charge=+2 lumo_ev="-4.21 / -4.21" e_homo_ev="-8.061 / -8.957" multiplicity=2 s_squared=0.758
C 2.710109 -2.808191 -4.053932 0.29 -0.55 -1.42 0.00
C 1.710909 -2.070291 -4.935451 -0.94 -0.07 1.25 0.00
N 0.364940 -2.716632 -4.904052 -0.15 -3.09 -1.52 0.00
C -0.740991 -2.502571 -4.078086 0.03 -0.10 -1.40 0.00
C -1.790262 -3.175287 -4.636109 1.01 -1.12 -0.48 0.00
N -1.291597 -3.918979 -5.757742 1.66 0.47 2.88 0.00
C 0.031236 -3.778849 -5.783068 -0.30 3.28 1.20 0.00
C -2.026369 -4.871127 -6.520610 -1.18 -0.32 -0.91 0.00
H 2.219028 -3.336374 -3.236638 0.30 0.72 0.46 0.00
H 3.521551 -2.103979 -3.870257 -0.12 -0.16 0.86 0.00
H 3.190018 -3.596969 -4.633246 -0.01 -0.21 -0.11 0.00
H 2.042728 -1.958859 -5.967717 -0.19 -0.11 0.07 0.00
H 1.565720 -1.079873 -4.504066 -0.25 0.07 -0.22 0.00
H -0.683827 -1.931321 -3.163320 -0.08 0.40 -0.18 0.00
H -2.765268 -3.400140 -4.229660 -0.01 0.42 -0.35 0.00
H 0.730857 -4.365299 -6.360131 -0.10 0.41 -0.32 0.00
H -2.657386 -4.285400 -7.189069 -0.30 -0.27 0.01 0.00
H -2.637714 -5.498084 -5.871534 0.04 0.07 -0.09 0.00
H -1.407439 -5.497027 -7.163470 0.28 0.14 0.33 0.00
C 1.055819 7.004775 -8.284276 1.22 -0.12 -0.99 0.00
C 0.142103 5.755067 -8.191719 0.49 1.35 -1.13 0.00
N -0.077111 5.377675 -6.829096 -0.19 -3.21 2.86 0.00
C -1.168368 5.776982 -6.080699 0.69 1.21 0.22 0.00
C -1.060473 5.303877 -4.799140 -0.41 -0.84 -1.30 0.00
N -0.007922 4.417411 -4.818616 0.64 -0.46 -0.26 0.00
C 0.584982 4.422268 -6.051127 -1.62 1.96 0.22 0.00
C 0.447639 3.578702 -3.640501 0.90 0.01 -1.17 0.00
H 2.048180 6.760465 -8.663255 0.42 -0.73 0.70 0.00
H 1.207842 7.575161 -7.367951 -0.45 -0.14 -0.01 0.00
H 0.873142 7.676218 -9.123267 -1.23 0.20 0.28 0.00
H 0.537050 4.928660 -8.782624 0.08 -0.04 0.26 0.00
H -0.815972 6.012060 -8.643539 -0.13 -0.20 0.27 0.00
H -1.847408 6.490582 -6.523498 -0.07 -0.09 0.28 0.00
H -1.758686 5.389875 -3.979688 0.36 0.18 0.26 0.00
H 1.391388 3.783007 -6.378940 -0.04 0.26 0.12 0.00
H 0.276694 4.060246 -2.677705 -0.37 0.23 -0.34 0.00
H 1.518652 3.464752 -3.807983 0.27 0.34 0.26 0.00
H 0.114731 2.541190 -3.669458 -0.96 0.32 -0.11 0.00
C 3.014913 -5.962762 -1.241589 0.59 0.66 -1.37 0.01
C 1.886555 -5.776133 -0.297743 0.15 -1.64 2.61 0.02
N 2.124787 -4.803170 0.731854 -0.23 0.77 -0.78 0.17
C 1.571321 -3.580829 0.814934 -1.24 1.52 -0.03 -0.01
C 1.922631 -2.962659 1.985158 0.17 0.36 -0.93 0.06
N 2.862089 -3.765650 2.594227 0.42 -2.44 -0.42 0.21
C 2.911729 -4.980360 1.828244 1.20 -0.49 0.92 0.40
C 3.715665 -3.516721 3.698570 -0.40 0.34 1.02 0.02
H 3.025676 -5.070882 -1.868120 0.40 -0.28 -0.69 0.00
H 2.973937 -6.907197 -1.784229 -0.54 0.25 -0.45 0.00
H 4.003304 -6.044298 -0.789333 -0.21 0.35 0.67 0.00
H 1.914017 -6.705532 0.271071 -0.53 -0.47 0.24 0.01
H 0.845569 -5.706080 -0.613258 0.31 0.33 -0.76 0.00
H 0.931325 -3.273016 0.001270 -0.25 0.40 0.34 0.00
H 1.699157 -1.989364 2.396455 -0.28 -0.27 -0.31 0.01
H 3.413956 -5.926936 1.963047 0.17 0.44 0.68 0.05
H 3.146933 -3.179329 4.565063 -0.33 -0.03 0.19 0.00
H 4.440601 -2.714209 3.562378 0.47 0.01 -0.51 0.01
H 4.219578 -4.420282 4.041701 0.05 0.03 -0.37 0.00
C -4.246417 -2.732249 0.383102 2.14 0.28 1.50 0.00
C -3.623327 -3.960354 1.111920 -0.96 -0.74 -1.21 0.00
C -3.622191 -3.835528 2.594759 0.18 -1.52 1.12 0.00
N -2.902537 -5.012263 3.345054 0.55 0.53 -1.05 0.00
C -3.490740 -6.394018 2.957052 1.48 0.53 0.57 0.00
C -1.310072 -4.992300 3.198265 -1.82 -0.69 -0.17 0.00
C -0.774389 -4.222053 4.374520 -0.75 0.09 -0.07 0.00
C -1.776306 -4.534543 5.473552 -0.64 -0.09 1.17 0.00
C -3.145797 -4.823360 4.843521 0.05 -1.12 -0.61 0.00
H -3.896132 -2.706314 -0.648757 -0.91 -0.18 -0.19 0.00
H -3.586525 -1.981985 0.818704 -0.20 0.76 -0.14 0.00
H -5.247353 -2.402952 0.662008 -0.10 -0.64 -0.46 0.00
H -2.641389 -4.125953 0.668680 0.31 0.24 0.22 0.00
H -4.173996 -4.874804 0.891369 -0.20 -0.07 -0.29 0.00
H -4.601076 -4.079604 3.007438 -0.32 1.34 -0.24 0.00
H -3.195089 -2.906832 2.973188 -0.29 -0.09 0.18 0.00
H -3.416985 -6.605685 1.890346 -0.07 0.28 0.17 0.00
H -4.479173 -6.593541 3.370921 -0.13 0.74 -0.30 0.00
H -2.830994 -7.066703 3.505074 -0.05 -0.30 -0.23 0.00
H -1.127996 -6.062016 3.301498 0.68 0.14 -0.14 0.00
H -0.977172 -4.610681 2.233052 -0.38 -0.11 -0.07 0.00
H 0.226917 -4.604621 4.572370 0.04 0.33 0.19 0.00
H -0.778498 -3.146218 4.199421 0.29 -0.01 -0.29 0.00
H -1.448015 -5.398853 6.050860 -0.04 -0.11 -0.06 0.00
H -1.927682 -3.739916 6.204145 0.32 0.16 -0.10 0.00
H -3.553798 -5.798327 5.110159 0.28 0.11 0.67 0.00
H -3.971186 -4.133132 5.017951 0.34 0.63 -0.17 0.00
C 5.181923 -2.556361 -0.244594 -1.62 -1.03 -0.62 0.00
C 5.900202 -1.333885 -0.709569 1.03 0.56 0.13 0.00
C 5.405555 -0.708899 -2.043504 1.18 0.96 1.12 0.00
N 6.080853 0.703960 -2.290863 0.85 -0.98 -0.07 0.00
C 7.561716 0.607988 -1.883080 -0.36 0.10 -2.02 0.00
C 5.496305 1.919609 -1.548534 -0.58 -1.60 -0.21 0.00
C 4.453887 2.438630 -2.523656 -0.37 0.29 -0.31 0.00
C 5.049774 2.242753 -3.948032 0.55 0.29 0.33 0.00
C 5.888170 0.988617 -3.830846 1.43 -0.32 0.65 0.00
H 4.992361 -2.633441 0.826027 -0.13 0.30 -0.12 0.00
H 5.649141 -3.499888 -0.526681 0.37 0.17 -0.07 0.00
H 4.248234 -2.568025 -0.806894 -0.61 -0.30 0.58 0.00
H 6.925181 -1.699089 -0.773907 0.31 0.65 -0.58 0.00
H 5.946412 -0.591992 0.087654 -0.35 0.24 -0.04 0.00
H 4.332997 -0.535917 -2.131715 -0.01 -0.21 0.26 0.00
H 5.783409 -1.316908 -2.865492 -0.21 0.07 -0.04 0.00
H 7.826241 0.503463 -0.830839 -0.81 0.46 -0.01 0.00
H 7.927569 1.514772 -2.364747 0.71 -0.13 0.52 0.00
H 7.981398 -0.266650 -2.380063 0.03 0.11 -0.15 0.00
H 6.198877 2.694471 -1.241799 0.69 -0.30 -0.81 0.00
H 5.250364 1.452020 -0.595135 -1.07 0.36 0.00 0.00
H 4.248318 3.484727 -2.296677 -0.25 -0.10 -0.14 0.00
H 3.527321 1.865051 -2.499593 -0.06 0.10 0.40 0.00
H 5.727695 3.034463 -4.266941 -0.11 0.32 0.40 0.00
H 4.326333 2.189354 -4.761596 -0.28 -0.22 0.37 0.00
H 6.901477 1.118280 -4.210984 0.00 0.25 -0.01 0.00
H 5.552397 0.100349 -4.365949 -0.49 0.00 0.54 0.00
C 0.386140 -0.440437 6.333920 0.30 0.43 -0.03 0.00
C 1.671048 -0.295834 5.448319 -0.97 0.35 -0.61 0.00
C 1.471983 0.919440 4.434596 0.28 -0.18 0.26 0.00
N 2.677237 1.464876 3.636376 0.34 1.02 2.98 0.00
C 3.385723 0.283836 3.069268 -0.84 0.27 -1.00 0.00
C 2.140415 2.459248 2.582274 1.40 -0.05 -0.19 0.00
C 2.036172 3.779527 3.321429 -0.47 0.16 1.59 0.00
C 3.334176 3.850814 4.076249 1.90 -0.22 -0.51 0.00
C 3.587116 2.433204 4.582356 -0.50 -0.47 -0.42 0.00
H 0.209811 0.375012 7.035379 0.12 0.57 -0.46 0.00
H 0.354059 -1.265158 7.045897 0.53 -0.54 -0.53 0.00
H -0.476259 -0.535600 5.674132 -0.06 0.08 0.12 0.00
H 1.704838 -1.200338 4.840996 0.09 -0.08 -0.15 0.00
H 2.602294 -0.310005 6.014606 -0.03 0.56 0.12 0.00
H 1.033417 1.798927 4.906035 0.02 -0.24 0.25 0.00
H 0.817643 0.643360 3.607720 -0.37 -0.41 0.38 0.00
H 3.818529 -0.444883 3.754663 -0.09 0.67 0.50 0.00
H 4.122999 0.597442 2.330236 -0.02 0.07 0.10 0.00
H 2.549657 -0.207248 2.571337 0.47 -0.32 -0.47 0.00
H 3.027498 2.488127 1.949528 -0.38 0.22 -0.79 0.00
H 1.256849 2.083409 2.066376 0.16 -0.01 0.18 0.00
H 1.855496 4.757471 2.875251 -0.28 -0.63 -0.92 0.00
H 1.256925 3.640108 4.070719 -0.40 0.31 -0.06 0.00
H 4.148987 4.124496 3.405973 0.01 -0.28 -0.68 0.00
H 3.532283 4.636800 4.805001 -0.99 -0.27 0.58 0.00
H 4.624824 2.107734 4.509407 -0.17 -0.10 -0.11 0.00
H 3.273745 2.383448 5.625153 -0.27 -0.68 -0.19 0.00
C -2.032521 3.720942 3.437711 1.52 -0.39 0.35 0.00
C -3.336886 3.968084 2.784726 -0.59 0.67 -0.75 0.00
C -3.746392 2.903941 1.808969 -2.11 -0.80 -1.52 0.00
N -5.203466 2.982425 1.277756 -3.57 1.73 -1.31 0.00
C -5.426676 4.293844 0.438868 0.35 -0.53 0.59 0.00
C -6.297186 2.928400 2.335928 2.23 -1.28 1.26 0.00
C -6.403268 1.365198 2.639597 -0.93 1.27 0.09 0.00
C -5.921905 0.674957 1.330106 -0.39 -1.23 2.13 0.00
C -5.630279 1.745727 0.407074 2.98 2.34 -1.33 0.00
H -1.731347 4.724780 3.737208 0.55 -0.31 0.56 0.00
H -1.269834 3.310105 2.776178 -0.01 0.24 -0.50 0.00
H -2.029005 3.000887 4.256009 -0.41 0.24 0.35 0.00
H -3.170233 4.857723 2.177374 -0.36 0.25 -0.04 0.00
H -4.016299 4.255252 3.587251 -0.48 -0.32 -0.25 0.00
H -3.668703 1.857448 2.103787 0.46 0.14 0.30 0.00
H -3.285325 3.073699 0.835993 0.94 -0.34 0.37 0.00
H -5.482462 5.206821 1.031709 0.48 -0.36 0.66 0.00
H -6.414791 4.274921 -0.020867 0.27 -0.62 -0.33 0.00
H -4.586305 4.425535 -0.242703 -0.16 -0.06 -0.26 0.00
H -7.191005 3.491190 2.066756 0.20 -0.30 -0.26 0.00
H -5.720703 3.420977 3.118956 -1.19 0.14 0.66 0.00
H -7.403508 1.018697 2.899524 -0.29 0.46 -0.35 0.00
H -5.913858 1.143291 3.587929 0.81 -0.20 -0.46 0.00
H -6.759804 0.101495 0.933677 0.39 -0.43 0.09 0.00
H -5.045569 0.062406 1.542049 -0.24 -0.29 -0.12 0.00
H -6.442453 1.923967 -0.297695 0.03 0.89 0.37 0.00
H -4.703615 1.675392 -0.162545 -0.18 -0.86 -0.57 0.00
N -4.201940 0.936775 -3.551683 0.13 4.23 -0.31 0.00
S -3.674079 2.544804 -3.546638 -4.79 4.67 -0.69 0.00
O -3.480473 3.216765 -4.837298 0.43 -1.97 2.20 0.00
O -2.971796 2.998888 -2.365455 0.36 -0.99 -1.33 0.00
F -5.174676 3.075185 -3.174246 0.73 -0.33 -0.31 0.00
S -2.804137 0.434123 -3.290977 5.94 -4.80 -0.06 0.00
O -2.359075 0.171245 -1.936359 -0.97 0.30 -1.35 0.00
O -1.698577 0.857267 -4.213101 -2.15 -0.27 1.63 0.00
F -3.143838 -1.020976 -3.882886 0.17 -0.66 0.27 0.00
N 0.743943 -0.126237 0.979536 6.30 2.77 -2.89 0.00
S -0.701362 -0.301451 0.926903 -11.83 -3.65 3.91 0.00
O -1.183098 -1.490906 0.261484 0.85 0.88 0.08 0.00
O -1.606050 0.828110 0.977923 1.73 -0.30 -0.89 0.00
F -0.871835 -0.778892 2.505095 0.77 0.02 -0.34 0.00
S 0.916940 0.547723 -0.525596 1.54 1.37 -3.85 0.00
O 0.748568 1.984291 -0.699386 0.43 -2.18 1.31 0.00
O 0.399513 -0.258101 -1.636139 1.53 0.87 2.25 0.00
F 2.557906 0.389506 -0.617932 -0.71 -0.21 0.36 0.00
C -3.449888 -0.383214 4.564516 -0.87 0.68 0.24 0.00
C -4.545943 -1.297375 5.071009 -1.71 -1.72 -0.06 0.00
O -5.209588 -2.026184 4.307469 0.26 -0.54 -3.92 0.00
O -4.839027 -1.409100 6.243846 1.46 1.60 3.82 0.00
H -3.573862 -0.203998 3.496522 0.62 -0.45 -0.15 0.00
H -2.495973 -0.768533 4.924617 0.14 0.16 -0.44 0.00
H -3.654656 0.582010 5.027697 0.37 0.14 0.30 0.00
C -1.055837 4.725110 -0.173723 0.30 2.31 -0.07 0.00
C -1.679106 5.914220 -0.963550 -2.71 -0.60 0.89 0.00
O -2.885559 6.206516 -0.735090 0.18 -0.62 0.78 0.00
O -1.011579 6.418590 -1.848766 2.18 0.63 -1.91 0.00
H -1.139197 4.969660 0.885216 -0.84 -0.69 0.23 0.00
H 0.004345 4.937597 -0.311462 0.33 -1.19 -0.56 0.00
H -1.548738 3.849748 -0.596687 0.64 -0.34 0.56 0.00

No. 2
44
Properties=species:S:1:pos:R:3:forces:R:3:mulliken_charge:R:1 method="wB97M-V/def2-TZVPD" lumo_ev=0.86 e_homo_ev=-8.686 relative_energy_ev=0.099
C -3.476486 2.455564 1.534023 -0.07 -0.23 -0.08 -1.15
C -3.284891 1.267067 0.598688 0.12 0.24 -0.10 -0.53
C -1.916357 1.255677 -0.081487 -0.11 -0.13 0.27 -0.62
C -0.765663 1.052059 0.905657 -0.16 0.01 -0.27 -0.67
N 0.451326 0.643453 0.217288 0.03 -0.05 0.18 0.55
C 1.144719 1.761111 -0.403806 0.14 -0.23 -0.20 -0.75
C 2.048695 1.299749 -1.548881 -0.13 0.27 -0.09 -0.59
C 2.413245 2.432372 -2.508470 0.19 -0.11 0.19 -0.57
C 3.268608 3.512589 -1.856168 -0.15 -0.07 -0.19 -1.15
H 3.565062 4.256019 -2.592657 0.07 0.12 0.01 0.37
H 2.720643 4.018624 -1.065679 0.00 0.10 0.12 0.29
H 4.169333 3.078010 -1.427701 0.12 -0.01 0.08 0.29
H 1.498748 2.881625 -2.901988 -0.04 -0.03 -0.09 0.34
H 2.962074 2.008610 -3.352749 -0.07 0.03 -0.06 0.35
H 2.969776 0.863388 -1.157462 0.05 -0.09 -0.01 0.32
H 1.514327 0.522080 -2.097462 0.01 -0.07 0.05 0.31
H 1.724383 2.332554 0.341148 -0.09 0.07 -0.01 0.20
H 0.384868 2.424740 -0.818592 0.02 0.08 0.02 0.43
C 1.332436 -0.130587 1.080412 -0.13 -0.13 -0.27 -0.68
C 0.714747 -1.440272 1.438186 0.12 0.26 0.94 0.52
C 0.334680 -1.964870 2.643821 0.28 0.34 -0.56 -0.78
C -0.207377 -3.237958 2.372076 -0.06 -0.34 -0.91 -0.46
C -0.124905 -3.403374 1.013594 -0.24 -0.14 1.32 0.49
C -0.544301 -4.532167 0.177874 0.16 -0.15 -0.56 0.06
O -1.065347 -5.544425 0.616460 -0.05 0.11 0.21 -0.71
N -0.291583 -4.364528 -1.144252 0.17 -0.01 -0.36 0.18
H 0.004341 -3.471308 -1.509374 -0.18 -0.10 0.12 0.31
N -0.772729 -5.281580 -2.098766 -0.03 -0.14 0.04 -0.92
H -0.023238 -5.927143 -2.355981 -0.19 0.17 0.26 0.24
H -1.490935 -5.835405 -1.627068 0.19 0.15 -0.10 0.30
O 0.441100 -2.308079 0.448618 0.02 -0.02 -0.39 -0.36
H -0.609170 -3.943926 3.068688 -0.11 -0.21 0.07 0.52
H 0.432765 -1.498655 3.603050 0.05 0.18 0.15 0.50
H 1.588043 0.405378 2.012168 0.02 -0.11 -0.06 0.28
H 2.254986 -0.320942 0.526921 0.04 0.05 0.12 0.37
H -0.598939 1.962801 1.503769 0.01 -0.06 0.07 0.13
H -1.043997 0.247495 1.590826 -0.03 0.07 0.03 0.39
H -1.786171 2.189371 -0.631611 0.01 0.04 -0.10 0.29
H -1.879767 0.436382 -0.801656 0.06 0.02 -0.04 0.30
H -3.417079 0.338845 1.159205 -0.05 -0.08 -0.04 0.32
H -4.055842 1.298024 -0.174727 -0.03 -0.09 0.03 0.35
H -2.784528 2.408100 2.370784 0.06 0.07 0.13 0.29
H -3.310837 3.389824 1.001528 0.02 0.14 -0.02 0.29
H -4.488763 2.463711 1.931753 -0.07 0.08 0.09 0.37

no.,total energy (eV)
1,-154432.760
2,-23488.137